Entry 1:
13
Properties=species:S:1:pos:R:3 method="wB97M-V/def2-TZVPD" gap_ev=10.7
C 1.10 0.42 1.08
C 0.35 -0.18 -0.15
C -0.86 0.66 -0.43
P -1.51 0.02 -2.14
Cl -0.44 2.41 -0.67
Cl -2.13 0.49 0.84
H 0.36 0.49 1.91
H 1.72 1.34 0.78
H 2.01 -0.11 1.48
H 0.94 -0.22 -0.98
H -0.17 -1.26 -0.03
H -2.84 0.54 -1.97
H -1.99 -1.06 -1.55

=====

Entry 2:
13
Properties=species:S:1:pos:R:3 method="wB97M-V/def2-TZVPD" gap_ev=9.4
C 1.14 -0.25 0.53
C -0.03 0.04 -0.52
N -0.91 -1.05 -0.70
C -2.14 -0.94 0.36
Cl -2.97 -2.49 0.39
I -3.33 0.86 -0.11
H 0.94 0.59 1.32
H 0.98 -1.27 0.85
H 2.17 -0.06 0.10
H -0.60 1.02 -0.21
H 0.42 0.17 -1.41
H -1.37 -1.14 -1.54
H -1.55 -0.75 1.24

=====

Entry 3:
13
Properties=species:S:1:pos:R:3 method="wB97M-V/def2-TZVPD" multiplicity=3 charge=+1 gap_ev="5.1 / 9.5"
C 2.75 -0.74 -0.01
C -2.33 0.03 0.61
C -0.36 0.47 -0.72
N -1.41 0.90 -0.08
O 3.88 -1.35 -0.01
Cl 2.94 0.96 0.21
H -3.06 -0.17 -0.11
H -1.97 -0.95 0.97
H -2.97 0.49 1.25
H 0.29 1.15 -1.04
H -0.04 -0.50 -0.73
H 3.74 -2.22 -0.39
H -1.47 1.93 0.04

=====

Entry 4:
15
Properties=species:S:1:pos:R:3 method="wB97M-V/def2-TZVPD" multiplicity=3 charge=-1 gap_ev="4.4 / 6.9"
C -0.46 0.86 -0.52
C 1.52 1.24 1.02
C 0.04 0.83 0.94
N -0.07 -0.37 1.73
O -2.36 -3.59 -1.17
O -1.38 -2.25 -2.97
S -1.15 -3.07 -1.79
Cl 0.46 -1.61 0.75
H 0.27 0.57 -1.14
H -1.13 0.00 -0.60
H -1.06 1.82 -0.97
H 1.96 0.82 1.90
H 1.74 2.38 1.01
H 2.14 0.82 0.29
H -0.51 1.55 1.52

=====

Entry 5:
15
Properties=species:S:1:pos:R:3 method="wB97M-V/def2-TZVPD" multiplicity=6 gap_ev="6.9 / 6.1"
O 0.72 -2.05 1.11
C 1.29 -1.91 -0.15
C 1.35 -0.44 -0.56
O 0.06 0.13 -0.28
C -0.20 1.38 -0.77
Cr -0.68 -0.84 1.43
H 0.71 -2.46 -0.93
H 2.32 -2.30 -0.20
H 1.57 -0.33 -1.63
H 2.09 0.11 0.03
H -2.75 2.42 0.38
H 0.19 1.58 -1.77
Mg -3.05 0.49 2.19
O -3.40 2.05 1.18
H -0.22 2.17 -0.01

=====

Entry 6:
14
Properties=species:S:1:pos:R:3 method="wB97M-V/def2-TZVPD" multiplicity=6 charge=+1 gap_ev="8.9 / 7.3"
Fe -1.26 0.58 -0.92
F -2.57 1.79 -0.04
O -1.10 -1.26 -0.91
C 0.08 -1.79 -0.39
C 0.86 -0.87 0.55
O 1.42 0.27 -0.06
C 0.55 1.44 -0.14
H 0.77 -2.09 -1.20
H -0.13 -2.71 0.19
H 1.71 -1.45 0.97
H 0.22 -0.57 1.40
H 0.49 2.05 0.78
H -2.20 2.48 0.54
H 1.14 2.12 -0.77

=====

Entry 7:
14
Properties=species:S:1:pos:R:3 method="wB97M-V/def2-TZVPD" gap_ev=9.4
C -0.56 1.96 0.50
C 1.51 -1.63 -0.24
C -0.59 -0.57 -0.55
N -0.06 0.64 0.73
O 0.07 -1.66 -0.38
F -0.30 0.08 -1.70
I -2.60 -1.12 -0.49
H -0.33 2.71 1.29
H -0.20 2.32 -0.54
H -1.72 1.83 0.51
H 1.88 -1.49 -1.24
H 1.71 -2.64 0.17
H 1.81 -0.75 0.41
H -0.62 0.31 1.56

=====

Entry 8:
13
Properties=species:S:1:pos:R:3 method="wB97M-V/def2-TZVPD" charge=+1 gap_ev=11.5
N -1.19 0.90 -0.33
C -0.30 0.57 0.82
C 0.95 -0.05 0.31
C 0.80 -1.69 -0.57
O 1.61 -2.53 -0.70
F -0.47 -1.67 -1.09
H -0.50 1.33 -1.08
H -1.99 1.49 -0.32
H -1.39 -0.07 -0.66
H -0.91 -0.03 1.57
H 0.15 1.38 1.39
H 1.52 0.62 -0.31
H 1.71 -0.24 0.98

=====

Entry 9:
14
Properties=species:S:1:pos:R:3 method="wB97M-V/def2-TZVPD" charge=+1 gap_ev="8.9 / 6.6"
C -1.50 1.40 -0.36
C 0.38 -0.29 -0.48
C -2.38 -0.48 0.64
N 1.55 -0.66 0.48
O -0.13 1.05 -0.32
O -2.09 0.75 0.72
F -2.75 -0.98 -0.50
H -1.34 2.53 -0.33
H -1.85 1.08 -1.42
H 0.60 -0.56 -1.60
H -2.71 -1.04 1.62
H 1.52 -1.62 0.27
H 1.19 -0.32 1.41
H 2.31 -0.12 0.10

=====

Entry 10:
14
Properties=species:S:1:pos:R:3 method="wB97M-V/def2-TZVPD" charge=+1 gap_ev="7.8 / 9.1"
C -1.44 -1.77 0.95
C -0.43 -0.15 -0.35
C 2.60 0.60 0.16
N -0.82 1.17 -0.85
O -1.29 -0.57 0.61
O 2.06 1.02 -0.77
F 1.88 0.45 1.33
H -2.01 -1.94 1.89
H -1.20 -2.72 0.43
H -0.10 -0.83 -1.10
H 3.50 0.04 0.32
H -1.82 1.28 -0.96
H -0.31 1.45 -1.62
H -0.63 1.95 -0.04